# C11H15MnNP

A molecular structure, C11H15MnNP at a distorted geometry (the ωB97M-V functional and the def2-TZVPD basis, OMol25).

Results
* 2S+1: 5
* highest occupied orbital energy (alpha / beta): -5.38 / -5.36 eV
* gap between HOMO and LUMO (alpha / beta): 4.9 / 4.5 eV
* energy above the lowest of the compared OMol25 structures with the same formula, charge and spin: 10.6 kcal per mole

CARTESIAN COORDINATES (ANGSTROEM)
C1 -0.38 0.32 -1.92
C2 -1.16 1.39 -1.46
C3 -0.29 2.46 -1.09
C4 1.07 2.04 -1.34
C5 1.02 0.70 -1.83
Mn1 0.51 -1.79 2.43
P1 -0.02 -3.32 0.77
H1 -0.79 -0.61 -2.29
H2 -2.25 1.41 -1.48
H3 -0.60 3.44 -0.70
H4 1.87 0.07 -2.09
H5 1.96 2.61 -1.07
H6 1.06 -3.90 0.03
H7 -1.03 -3.06 -0.26
H8 -0.58 -4.46 1.43
N1 0.47 1.05 1.85
C6 0.43 0.32 3.01
C7 1.67 -0.18 3.57
C8 1.62 -1.11 4.62
C9 0.40 -1.61 5.10
C10 -0.80 -1.26 4.47
C11 -0.80 -0.30 3.44
H9 1.31 1.51 1.55
H10 -0.39 1.46 1.50
H11 2.62 0.27 3.27
H12 2.56 -1.42 5.07
H13 0.38 -2.25 5.99
H14 -1.77 -1.60 4.88
H15 -1.74 0.04 3.04

# C11H15N

2 unconnected molecules or ions with the total composition C11H15N at a distorted geometry (the ωB97M-V functional and the def2-TZVPD basis, OMol25).

Results
* highest occupied orbital energy: -7.85 eV
* gap between HOMO and LUMO: 8.7 eV
* energy above the lowest of the compared OMol25 structures with the same formula, charge and spin: 11.2 kcal per mole
* SMILES string: Cc1c[nH]c2ccccc12.CC

CARTESIAN COORDINATES (ANGSTROEM)
C1 -2.11 1.88 -3.19
C2 -1.15 0.76 -2.87
H1 -2.62 1.78 -4.15
H2 -2.90 2.00 -2.45
H3 -1.61 2.85 -3.29
H4 -0.44 1.14 -2.11
H5 -0.41 0.47 -3.61
H6 -1.65 -0.10 -2.43
C3 1.12 1.08 3.42
C4 0.86 -0.60 1.40
C5 0.42 0.49 2.22
C6 -0.15 -0.85 0.45
C7 -0.80 0.86 1.75
C8 2.20 -2.31 0.43
C9 1.19 -2.52 -0.55
C10 2.05 -1.34 1.38
C11 0.06 -1.75 -0.59
N1 -1.18 0.00 0.73
H7 3.06 -2.96 0.39
H8 1.51 -3.19 -1.35
H9 2.78 -1.16 2.16
H10 -0.77 -2.05 -1.22
H11 2.12 0.68 3.63
H12 0.51 0.92 4.30
H13 -1.48 1.57 2.19
H14 -1.89 0.21 0.05
H15 1.30 2.15 3.32

# C11H15N

2 unconnected molecules or ions with the total composition C11H15N at a distorted geometry (the ωB97M-V functional and the def2-TZVPD basis, OMol25).

Results
* highest occupied orbital energy: -7.67 eV
* gap between HOMO and LUMO: 8.6 eV
* energy above the lowest of the compared OMol25 structures with the same formula, charge and spin: 11.5 kcal per mole
* SMILES string: Cc1c[nH]c2ccccc12.CC

CARTESIAN COORDINATES (ANGSTROEM)
C1 -3.26 2.30 1.64
C2 -3.19 1.16 2.67
H1 -3.00 1.95 0.64
H2 -4.24 2.77 1.59
H3 -2.57 3.10 1.85
H4 -3.11 1.52 3.70
H5 -2.38 0.49 2.39
H6 -4.04 0.49 2.59
C3 1.33 -2.88 0.80
C4 1.21 -0.71 -0.70
C5 1.52 -2.09 -0.44
C6 1.80 -0.36 -1.94
C7 2.13 -2.54 -1.57
C8 0.28 1.46 -0.58
C9 0.98 1.83 -1.73
C10 0.46 0.22 0.01
C11 1.76 0.93 -2.43
N1 2.37 -1.52 -2.46
H7 -0.35 2.19 -0.09
H8 0.87 2.88 -1.98
H9 -0.02 0.09 0.97
H10 2.14 1.17 -3.42
H11 0.96 -2.28 1.62
H12 2.26 -3.34 1.14
H13 2.52 -3.54 -1.70
H14 2.91 -1.58 -3.28
H15 0.65 -3.74 0.69

# C11H15N

2 unconnected molecules or ions with the total composition C11H15N at a distorted geometry (the ωB97M-V functional and the def2-TZVPD basis, OMol25).

Results
* highest occupied orbital energy: -7.85 eV
* gap between HOMO and LUMO: 8.8 eV
* energy above the lowest of the compared OMol25 structures with the same formula, charge and spin: 11.7 kcal per mole
* SMILES string: Cc1c[nH]c2ccccc12.CC

CARTESIAN COORDINATES (ANGSTROEM)
C1 -2.37 0.90 -0.85
C2 -0.06 -1.34 1.05
C3 -0.42 -0.71 -0.16
C4 -1.62 0.03 0.11
C5 -1.89 -0.12 1.44
C6 1.14 -2.04 1.19
C7 1.89 -2.30 0.07
C8 1.44 -1.80 -1.19
C9 0.36 -0.97 -1.31
N1 -0.96 -0.96 2.01
H1 1.43 -2.43 2.15
H2 2.88 -2.71 0.01
H3 -1.08 -1.43 2.89
H4 2.14 -1.88 -2.01
H5 -2.78 0.25 1.93
H6 0.12 -0.39 -2.19
H7 -2.21 0.54 -1.87
H8 -2.14 1.96 -0.89
H9 -3.45 0.83 -0.70
C10 0.74 3.50 -0.24
C11 1.64 3.60 -1.47
H10 -0.25 3.84 -0.52
H11 0.76 2.51 0.21
H12 1.04 4.29 0.46
H13 1.39 2.81 -2.19
H14 2.71 3.54 -1.31
H15 1.41 4.49 -2.05

# C11H15N

2 unconnected molecules or ions with the total composition C11H15N at a distorted geometry (the ωB97M-V functional and the def2-TZVPD basis, OMol25).

Results
* highest occupied orbital energy: -7.83 eV
* gap between HOMO and LUMO: 8.8 eV
* energy above the lowest of the compared OMol25 structures with the same formula, charge and spin: 13.0 kcal per mole
* SMILES string: Cc1c[nH]c2ccccc12.CC

CARTESIAN COORDINATES (ANGSTROEM)
C1 1.90 -2.25 2.92
C2 1.97 -2.68 4.38
H1 2.69 -2.80 2.39
H2 0.96 -2.49 2.43
H3 2.11 -1.20 2.79
H4 1.31 -2.11 5.04
H5 2.99 -2.62 4.75
H6 1.69 -3.73 4.45
C3 0.18 0.54 1.87
C4 -0.41 0.35 -0.65
C5 0.19 1.05 0.47
C6 -0.42 1.25 -1.74
C7 0.31 2.34 0.06
C8 -1.64 -1.17 -1.99
C9 -1.50 -0.33 -3.10
C10 -1.10 -0.84 -0.76
C11 -0.79 0.85 -3.02
N1 0.09 2.44 -1.29
H7 -2.15 -2.12 -2.09
H8 -1.94 -0.72 -4.01
H9 -1.25 -1.52 0.07
H10 -0.77 1.59 -3.81
H11 0.40 -0.52 1.86
H12 -0.78 0.69 2.37
H13 0.58 3.17 0.70
H14 0.29 3.24 -1.88
H15 0.90 0.99 2.55

# C11H15N

2 unconnected molecules or ions with the total composition C11H15N at a distorted geometry (the ωB97M-V functional and the def2-TZVPD basis, OMol25).

Results
* highest occupied orbital energy: -7.72 eV
* gap between HOMO and LUMO: 8.6 eV
* energy above the lowest of the compared OMol25 structures with the same formula, charge and spin: 63.2 kcal per mole
* SMILES string: Cc1c[nH]c2ccccc12.CC

CARTESIAN COORDINATES (ANGSTROEM)
C1 2.38 -1.01 -1.93
C2 0.21 0.28 -1.20
C3 1.59 0.02 -1.19
C4 0.00 1.09 -0.07
C5 2.22 0.79 -0.22
C6 -2.20 0.59 -1.37
C7 -2.33 1.38 -0.17
C8 -0.98 -0.02 -1.77
C9 -1.22 1.65 0.54
N1 1.31 1.55 0.47
H1 -2.95 0.50 -2.10
H2 -3.25 2.04 0.06
H3 -1.19 -0.86 -2.51
H4 -1.14 2.26 1.50
H5 2.08 -1.99 -1.79
H6 3.36 -0.97 -1.73
H7 3.26 1.02 -0.08
H8 1.56 2.27 1.08
H9 2.25 -0.74 -3.07
C10 -0.59 -2.05 2.05
C11 -0.67 -2.70 3.47
H10 -0.70 -2.80 1.25
H11 -1.21 -1.12 1.80
H12 0.45 -1.77 1.92
H13 -0.70 -2.16 4.48
H14 0.14 -3.50 3.55
H15 -1.61 -3.23 3.44

# C11H15N

2 unconnected molecules or ions with the total composition C11H15N at a distorted geometry (the ωB97M-V functional and the def2-TZVPD basis, OMol25).

Results
* highest occupied orbital energy: -8.04 eV
* gap between HOMO and LUMO: 9.0 eV
* energy above the lowest of the compared OMol25 structures with the same formula, charge and spin: 16.3 kcal per mole
* SMILES string: Cc1c[nH]c2ccccc12.CC

CARTESIAN COORDINATES (ANGSTROEM)
C1 0.33 -2.77 -1.18
C2 1.35 -0.43 1.53
C3 0.97 -0.67 0.21
C4 0.94 -2.12 0.03
C5 1.35 -2.64 1.20
C6 1.49 0.87 2.01
C7 1.32 1.86 1.04
C8 0.70 0.34 -0.71
C9 1.00 1.64 -0.29
N1 1.60 -1.65 2.16
H1 2.43 -1.76 2.69
H2 1.97 1.10 2.95
H3 1.55 -3.66 1.47
H4 1.33 2.88 1.41
H5 0.52 0.05 -1.73
H6 0.96 -2.62 -2.05
H7 -0.66 -2.34 -1.30
H8 0.88 2.41 -1.04
H9 0.14 -3.83 -1.01
C10 -2.35 2.40 -1.04
C11 -2.67 0.93 -0.74
H10 -3.30 2.82 -1.37
H11 -1.91 2.97 -0.23
H12 -1.65 2.42 -1.88
H13 -2.83 0.46 -1.70
H14 -3.60 0.85 -0.26
H15 -1.87 0.49 -0.15

# C11H15N

2 unconnected molecules or ions with the total composition C11H15N (the ωB97M-V functional and the def2-TZVPD basis, OMol25).

Results
* highest occupied orbital energy: -7.87 eV
* gap between HOMO and LUMO: 8.8 eV
* energy above the lowest of the compared OMol25 structures with the same formula, charge and spin: 4.6 kcal per mole
* SMILES string: Cc1c[nH]c2ccccc12.CC

CARTESIAN COORDINATES (ANGSTROEM)
C1 -2.04 -1.30 -1.61
C2 1.38 -0.04 -0.69
C3 0.00 0.20 -0.78
C4 -0.61 -0.98 -1.32
C5 0.41 -1.85 -1.54
C6 2.23 0.86 -0.04
C7 1.75 2.10 0.31
C8 -0.47 1.48 -0.46
C9 0.39 2.41 0.08
N1 1.61 -1.30 -1.17
H1 2.49 -1.77 -1.30
H2 3.28 0.60 0.09
H3 0.39 -2.81 -2.03
H4 2.34 2.86 0.80
H5 -1.52 1.74 -0.56
H6 -2.67 -1.14 -0.73
H7 -2.12 -2.37 -1.86
H8 0.01 3.38 0.35
H9 -2.47 -0.70 -2.42
C10 -2.32 -0.74 2.70
C11 -0.96 -0.17 3.12
H10 -2.16 -1.63 2.08
H11 -2.89 -1.07 3.57
H12 -2.90 -0.07 2.08
H13 -0.55 0.47 2.34
H14 -0.24 -0.98 3.21
H15 -1.00 0.47 3.99